The following is a DFT calculation (the ωB97M-V functional and the def2-TZVPD basis) of 4 unconnected molecules or ions with the total composition C39H90BFN4O16P in a non-equilibrium geometry.

Output
Orbital gap in eV: 7.095
F_max in eV Å⁻¹: 4.4
Energy in Eh: -3428.506964
LUMO energy in eV: -2.993

The geometry in ORCA input format:
```
! wB97M-V def2-TZVPD RIJCOSX def2/J DEFGRID3
* xyz 1 1
C 10.84 -2.10 -0.74
O 9.46 -1.89 -1.10
C 9.33 -0.54 -1.53
C 7.86 -0.22 -1.98
C 7.71 1.32 -2.41
C 6.67 2.04 -1.43
C 5.24 1.99 -2.14
C 4.27 3.13 -1.65
C 3.73 2.96 -0.17
C 2.32 2.30 -0.02
C 2.25 0.72 -0.20
C 3.55 0.09 0.44
C 3.42 -1.36 1.04
C 3.58 -2.54 0.00
F 4.54 -1.50 1.92
C 2.15 0.42 -1.75
N 0.76 0.11 -2.26
B -0.13 1.32 -2.44
O -0.71 2.02 -1.37
N -0.40 1.89 -3.81
C -1.35 1.05 -4.57
C 0.86 2.15 -4.54
C 0.15 -1.02 -1.45
O 0.98 -2.17 -1.78
C -1.28 -1.43 -2.01
C -1.61 -2.99 -1.79
O -3.04 -3.09 -1.57
C -1.29 -3.87 -3.06
N -0.60 -5.11 -2.56
C 0.29 -0.83 0.11
P -1.37 -0.72 1.05
O -2.26 0.40 0.57
O -2.10 -2.20 1.22
O -0.90 -0.28 2.62
N 1.08 0.30 0.61
H 10.92 -3.18 -0.42
H 11.10 -1.39 0.08
H 11.50 -1.96 -1.65
H 10.01 -0.33 -2.42
H 9.61 0.20 -0.73
H 7.64 -0.87 -2.88
H 7.09 -0.46 -1.20
H 7.35 1.30 -3.47
H 8.71 1.84 -2.42
H 6.98 3.13 -1.36
H 6.66 1.57 -0.41
H 4.80 0.96 -2.13
H 5.46 2.21 -3.23
H 4.86 4.09 -1.67
H 3.40 3.30 -2.35
H 3.61 4.02 0.22
H 4.55 2.53 0.45
H 1.98 2.49 1.04
H 1.59 2.86 -0.67
H 3.87 0.74 1.30
H 4.44 0.07 -0.26
H 2.53 -1.49 1.72
H 4.42 -3.23 0.27
H 2.64 -3.16 0.09
H 3.64 -2.20 -1.07
H 2.88 -0.41 -1.97
H 2.51 1.27 -2.40
H 0.90 -0.29 -3.20
H -1.34 2.67 -1.72
H -2.14 0.69 -3.86
H -1.86 1.66 -5.37
H -0.87 0.12 -5.00
H 1.43 2.96 -3.99
H 0.58 2.61 -5.53
H 1.55 1.27 -4.64
H 0.88 -2.38 -2.72
H -1.19 -1.34 -3.14
H -2.11 -0.76 -1.71
H -1.06 -3.37 -0.89
H -3.49 -3.02 -2.43
H -2.19 -4.23 -3.62
H -0.60 -3.35 -3.80
H -0.33 -5.71 -3.33
H 0.20 -4.78 -2.03
H 0.75 -1.78 0.52
H -2.27 -2.42 2.16
H -0.05 -0.75 2.74
H 0.42 1.08 0.76
C -4.92 -3.56 0.84
O -5.61 -3.04 1.96
C -6.07 -1.70 1.78
C -7.55 -1.55 2.11
O -8.46 -2.23 1.26
C -8.45 -3.66 1.27
C -8.84 -4.33 2.58
O -7.88 -4.10 3.61
C -8.43 -3.67 4.84
H -3.85 -3.36 0.94
H -5.07 -4.64 0.83
H -5.29 -3.16 -0.10
H -5.88 -1.34 0.77
H -5.50 -1.07 2.48
H -7.79 -0.49 2.00
H -7.76 -1.77 3.16
H -7.50 -4.03 0.90
H -9.19 -3.96 0.53
H -8.88 -5.42 2.42
H -9.84 -4.00 2.88
H -9.34 -3.08 4.71
H -7.69 -3.04 5.34
H -8.64 -4.53 5.48
C 9.48 3.39 6.37
O 8.73 2.31 5.83
C 7.37 2.30 6.21
C 6.43 2.17 5.01
O 6.41 3.27 4.10
C 7.59 3.53 3.35
C 8.02 2.46 2.36
O 8.46 1.27 3.01
C 7.88 0.08 2.51
H 9.92 3.09 7.32
H 10.27 3.63 5.67
H 8.86 4.29 6.51
H 7.09 3.18 6.80
H 7.22 1.42 6.85
H 5.41 2.11 5.41
H 6.58 1.23 4.48
H 8.41 3.82 4.00
H 7.35 4.43 2.76
H 8.88 2.83 1.78
H 7.20 2.25 1.66
H 6.87 0.23 2.12
H 7.82 -0.64 3.33
H 8.52 -0.34 1.73
C -9.97 3.64 0.44
O -10.54 2.99 -0.68
C -10.07 3.49 -1.93
C -9.57 2.37 -2.85
O -8.41 1.66 -2.42
C -8.51 0.86 -1.24
C -9.46 -0.33 -1.30
O -10.82 0.08 -1.39
C -11.56 -0.57 -2.40
H -10.61 4.49 0.74
H -9.95 2.93 1.26
H -8.95 3.98 0.26
H -9.28 4.23 -1.81
H -10.92 3.98 -2.42
H -9.29 2.84 -3.80
H -10.37 1.68 -3.10
H -8.70 1.49 -0.37
H -7.50 0.46 -1.09
H -9.35 -0.90 -0.38
H -9.18 -0.98 -2.14
H -10.94 -0.83 -3.27
H -12.33 0.12 -2.75
H -12.05 -1.46 -2.00
*
```